Here is a molecular structure, C10H17O7PPd in a non-equilibrium geometry from the OMol25 dataset. Energies are from wB97M-V/def2-TZVPD.

Last column: Löwdin spin population.
Atoms and positions in Å:
1 Pd 1.21 -1.39 -1.65  0.916
2 C 2.76 -1.93 -0.57  0.102
3 O 3.66 -2.24 0.05  0.005
4 C 1.99 -2.41 -3.17  0.077
5 O 2.48 -3.01 -4.01  0.002
6 C 2.17 0.20 -2.23  0.095
7 O 2.78 1.11 -2.55  0.003
8 C 0.26 -3.01 -1.08  0.087
9 O -0.24 -3.96 -0.72  0.003
10 H -0.31 -0.73 -2.30  0.056
11 H 0.01 -1.16 -2.97  0.067
12 C -3.44 1.08 -0.86  0.006
13 C -2.18 0.60 -1.52  0.017
14 O -0.96 1.06 -0.90  0.130
15 P -0.18 -0.17 0.11  0.202
16 O -1.45 0.06 1.19  0.023
17 C -1.35 1.14 2.20  0.000
18 C -1.01 2.52 1.69  0.003
19 O 0.64 -1.42 1.04  0.165
20 C 1.51 -0.87 2.10  0.001
21 C 2.33 0.33 1.72  0.017
22 H -3.63 0.54 0.07  0.000
23 H -4.26 0.86 -1.53  0.002
24 H -3.41 2.15 -0.67  0.000
25 H -2.21 -0.50 -1.63  0.005
26 H -2.07 1.05 -2.50  0.002
27 H -2.29 1.16 2.66  0.001
28 H -0.62 0.77 2.95  0.000
29 H -1.77 2.85 0.97  0.000
30 H -1.05 3.19 2.56  0.000
31 H -0.02 2.58 1.24  0.002
32 H 0.82 -0.68 2.94  0.000
33 H 2.12 -1.69 2.38  0.003
34 H 1.76 1.22 1.43  0.009
35 H 2.92 0.60 2.62  0.001
36 H 3.06 0.11 0.93  0.001

2S+1 = 3
total charge = +2
<S²> = 2.04
energy = -1386.2604 Eh

Here is a single C17H17F2NO3 molecule in a non-equilibrium geometry from the OMol25 dataset. Energies are from wB97M-V/def2-TZVPD.

Last column: natural (NBO) charge in e.
Atoms and positions in Å:
1 C -2.88 -3.29 1.85  -0.247
2 H -2.49 -3.60 2.83  0.186
3 H -3.91 -2.95 1.96  0.182
4 H -2.85 -4.13 1.16  0.194
5 O -2.06 -2.30 1.27  -0.503
6 C -1.75 -1.15 1.91  0.350
7 C -0.90 -0.31 1.19  -0.263
8 C -0.46 0.90 1.70  -0.112
9 C -0.84 1.28 2.99  -0.188
10 C -1.68 0.47 3.71  -0.221
11 C -2.15 -0.73 3.19  0.162
12 O -3.01 -1.53 3.99  -0.510
13 C -4.25 -1.08 4.19  0.795
14 F -4.31 0.10 4.85  -0.347
15 F -4.92 -0.85 3.02  -0.350
16 H -4.82 -1.83 4.77  0.131
17 H -1.99 0.75 4.71  0.238
18 H -0.46 2.20 3.40  0.237
19 C 0.47 1.80 0.94  0.664
20 O 1.34 2.44 1.49  -0.620
21 N 0.23 1.85 -0.39  -0.601
22 H -0.50 1.28 -0.78  0.399
23 C 1.09 2.58 -1.30  -0.251
24 C 1.83 1.64 -2.22  -0.062
25 C 1.72 1.74 -3.60  -0.197
26 C 2.40 0.85 -4.42  -0.213
27 C 3.19 -0.16 -3.88  -0.020
28 C 3.29 -0.25 -2.50  -0.215
29 C 2.62 0.63 -1.68  -0.152
30 H 2.71 0.55 -0.60  0.211
31 H 3.90 -1.03 -2.06  0.207
32 C 3.94 -1.10 -4.78  -0.626
33 H 4.19 -2.01 -4.25  0.215
34 H 4.86 -0.63 -5.12  0.221
35 H 3.35 -1.34 -5.66  0.217
36 H 2.31 0.94 -5.49  0.208
37 H 1.11 2.51 -4.03  0.207
38 H 0.48 3.28 -1.88  0.199
39 H 1.79 3.14 -0.68  0.249
40 H -0.59 -0.66 0.22  0.226

2S+1 = 1
energy = -1138.2285 Eh

Here is 5 unconnected molecules or ions with the total composition C31H59BBr2F4N2O18P in a non-equilibrium geometry from the OMol25 dataset. Energies are from wB97M-V/def2-TZVPD.

Last column: Löwdin charge in e.
Atoms and positions in Å:
1 C -0.25 -2.40 2.27  -0.065
2 O -1.29 -1.40 2.66  -0.111
3 B -0.75 -0.48 3.68  -0.414
4 O -0.27 -1.14 4.95  0.056
5 C -0.65 1.18 3.52  -0.146
6 C -2.13 1.74 3.18  -0.368
7 P -2.93 2.44 4.82  0.962
8 N -3.69 4.05 4.44  -0.188
9 O -4.16 1.33 5.42  -0.343
10 O -2.33 2.76 2.18  -0.173
11 C -1.30 2.85 1.15  -0.301
12 C -1.47 1.44 0.26  -0.086
13 C -2.98 1.36 -0.46  -0.151
14 C -3.51 -0.17 -0.70  -0.616
15 F -2.58 -1.05 -1.45  -0.078
16 Br -4.20 -1.04 1.01  0.799
17 C -4.87 -0.03 -1.66  -0.650
18 F -5.69 -1.29 -1.66  -0.099
19 F -5.79 1.02 -1.08  -0.092
20 Br -4.49 0.52 -3.54  0.783
21 C -1.60 3.95 -0.02  -0.005
22 C -0.95 5.41 0.02  -0.250
23 O -1.70 6.48 0.40  -0.023
24 O 0.48 5.74 -0.28  -0.028
25 C 0.12 2.97 1.97  -0.123
26 C 0.16 4.34 2.85  -0.130
27 C 0.56 4.38 4.38  -0.180
28 C -0.12 5.74 5.07  -0.124
29 F -0.11 6.90 4.13  -0.119
30 N 0.51 1.69 2.73  -0.086
31 C 1.31 0.70 1.91  -0.008
32 H 0.79 -2.23 2.81  0.095
33 H -0.05 -2.30 1.11  0.115
34 H -0.57 -3.51 2.50  0.132
35 H -0.03 -0.40 5.60  0.124
36 H -0.46 1.51 4.66  0.118
37 H -2.82 0.81 2.91  0.109
38 H -4.61 3.92 3.97  0.042
39 H -3.80 4.58 5.35  0.056
40 H -5.02 1.74 5.11  0.063
41 H -0.60 1.49 -0.55  0.147
42 H -1.36 0.47 0.87  0.092
43 H -3.76 2.00 0.13  0.139
44 H -2.83 1.87 -1.53  0.113
45 H -2.79 4.10 -0.02  0.172
46 H -1.38 3.53 -1.11  0.154
47 H 0.60 6.73 -0.05  0.151
48 H 0.95 3.08 1.12  0.177
49 H 0.88 5.10 2.27  0.146
50 H -0.91 4.85 2.74  0.144
51 H 0.26 3.50 5.09  0.097
52 H 1.74 4.56 4.48  0.133
53 H -1.24 5.42 5.31  0.114
54 H 0.43 6.03 6.08  0.142
55 H 1.25 1.96 3.44  0.196
56 H 2.14 1.28 1.27  0.149
57 H 1.98 -0.04 2.58  0.151
58 H 0.74 0.04 1.16  0.110
59 C 3.90 4.57 -3.41  -0.062
60 C 2.39 4.72 -3.40  -0.217
61 O 1.78 3.89 -4.39  0.024
62 C 1.73 2.56 -4.10  -0.555
63 O 2.15 2.04 -3.08  0.094
64 O 1.16 1.92 -5.15  -0.018
65 C 1.15 0.50 -5.02  -0.052
66 H 4.30 4.77 -4.41  0.084
67 H 4.36 5.27 -2.70  0.081
68 H 4.21 3.56 -3.14  0.074
69 H 2.13 5.75 -3.64  0.127
70 H 1.97 4.51 -2.41  0.105
71 H 0.68 0.19 -4.09  0.093
72 H 2.17 0.12 -5.09  0.096
73 H 0.57 0.09 -5.86  0.103
74 C 2.25 -2.93 7.37  -0.062
75 C 1.90 -3.43 5.98  -0.227
76 O 3.00 -4.13 5.38  0.018
77 C 3.22 -5.39 5.86  -0.549
78 O 2.56 -5.95 6.72  0.114
79 O 4.30 -5.89 5.23  -0.008
80 C 4.71 -7.17 5.71  -0.049
81 H 3.17 -2.33 7.34  0.083
82 H 1.44 -2.32 7.78  0.077
83 H 2.44 -3.76 8.05  0.079
84 H 1.69 -2.57 5.33  0.089
85 H 1.00 -4.05 5.98  0.131
86 H 3.88 -7.89 5.69  0.099
87 H 5.10 -7.07 6.73  0.102
88 H 5.51 -7.54 5.07  0.096
89 C -6.52 -4.92 -2.75  -0.059
90 C -5.80 -4.29 -1.56  -0.233
91 O -5.48 -5.28 -0.58  0.023
92 C -4.44 -6.10 -0.88  -0.550
93 O -3.76 -6.05 -1.89  0.108
94 O -4.29 -6.99 0.14  -0.008
95 C -3.30 -7.98 -0.11  -0.053
96 H -7.40 -5.47 -2.41  0.085
97 H -6.83 -4.15 -3.46  0.081
98 H -5.88 -5.63 -3.28  0.076
99 H -6.46 -3.57 -1.08  0.113
100 H -4.90 -3.75 -1.87  0.113
101 H -2.33 -7.52 -0.36  0.095
102 H -3.63 -8.65 -0.91  0.102
103 H -3.17 -8.57 0.81  0.095
104 C 4.74 -2.31 -9.93  -0.070
105 C 5.58 -1.09 -10.28  -0.216
106 O 4.88 0.12 -9.98  0.024
107 C 4.81 0.45 -8.66  -0.547
108 O 5.30 -0.19 -7.74  0.106
109 O 4.10 1.59 -8.55  0.002
110 C 3.86 1.99 -7.20  -0.044
111 H 3.76 -2.26 -10.42  0.082
112 H 5.24 -3.23 -10.24  0.081
113 H 4.55 -2.37 -8.86  0.072
114 H 5.76 -1.09 -11.36  0.125
115 H 6.55 -1.11 -9.78  0.125
116 H 4.79 2.07 -6.64  0.102
117 H 3.18 1.28 -6.72  0.075
118 H 3.38 2.97 -7.21  0.101

2S+1 = 1
total charge = +1
energy = -8593.6881 Eh

Here is a gas-phase ion, C5H11N2 (charge +1) in a non-equilibrium geometry from the OMol25 dataset. Energies are from wB97M-V/def2-TZVPD.

Last column: natural (NBO) charge in e.
Atoms and positions in Å:
1 C 1.52 2.85 -0.19  0.147
2 C 0.08 0.94 0.12  -0.245
3 C -0.29 -1.23 1.22  -0.611
4 C -1.23 -1.81 -1.37  0.022
5 C 0.25 -0.54 0.03  -0.116
6 N -0.22 -1.16 -1.13  -0.442
7 N 1.32 1.58 -0.32  -0.381
8 H 2.34 3.32 -0.76  0.243
9 H 0.92 3.43 0.53  0.238
10 H -0.20 1.23 1.22  0.251
11 H 1.72 1.04 -1.05  0.447
12 H -0.69 1.31 -0.55  0.252
13 H -0.18 -0.56 2.03  0.204
14 H 0.17 -2.23 1.41  0.245
15 H -1.32 -1.48 1.05  0.218
16 H -1.30 -2.30 -2.28  0.192
17 H -2.06 -1.99 -0.54  0.133
18 H 1.33 -0.77 -0.04  0.203

2S+1 = 1
energy above the lowest of the compared OMol25 structures with the same formula, charge and spin = 66.9 kcal/mol
total charge = +1

Here is 14 unconnected molecules or ions with the total composition C16H60O14 in a non-equilibrium geometry from the OMol25 dataset. Energies are from wB97M-V/def2-TZVPD.

Last column: Löwdin charge in e.
Atoms and positions in Å:
1 C 11.93 -2.16 -14.19  -0.132
2 O 11.61 -1.86 -12.85  -0.145
3 H 12.88 -1.72 -14.50  0.078
4 H 11.99 -3.24 -14.32  0.082
5 H 11.17 -1.76 -14.88  0.078
6 H 11.87 -0.99 -12.54  0.042
7 C 12.80 1.66 -11.73  -0.133
8 O 11.66 0.91 -12.05  -0.105
9 H 13.69 1.27 -12.20  0.046
10 H 12.64 2.69 -12.08  0.092
11 H 12.95 1.75 -10.65  0.082
12 H 10.94 1.54 -12.04  0.092
13 C 13.35 -1.34 -8.91  -0.136
14 O 14.42 -2.11 -8.40  -0.147
15 H 12.95 -0.71 -8.10  0.069
16 H 13.67 -0.74 -9.75  0.068
17 H 12.49 -1.95 -9.23  0.083
18 H 14.16 -2.31 -7.48  0.050
19 C 10.54 1.30 -5.61  -0.125
20 O 11.35 0.31 -6.27  -0.175
21 H 11.06 1.52 -4.67  0.082
22 H 10.38 2.22 -6.16  0.077
23 H 9.59 0.82 -5.36  0.082
24 H 12.17 0.78 -6.52  0.037
25 C 15.70 -4.41 -5.18  -0.070
26 C 14.60 -3.50 -4.64  -0.248
27 O 13.73 -3.10 -5.75  -0.125
28 H 16.03 -4.08 -6.16  0.061
29 H 15.22 -5.37 -5.45  0.080
30 H 16.47 -4.61 -4.45  0.081
31 H 15.11 -2.64 -4.19  0.109
32 H 14.00 -4.01 -3.88  0.117
33 H 13.32 -2.26 -5.49  0.103
34 C 15.57 0.71 -6.54  -0.077
35 C 15.01 2.05 -6.91  -0.258
36 O 13.55 1.99 -6.80  -0.116
37 H 16.65 0.81 -6.59  0.076
38 H 15.18 -0.04 -7.23  0.054
39 H 15.21 0.44 -5.54  0.087
40 H 15.18 2.21 -7.99  0.110
41 H 15.41 2.90 -6.35  0.115
42 H 13.18 2.80 -7.18  0.092
43 C 16.99 -0.25 -10.29  -0.079
44 C 16.60 0.50 -11.54  -0.278
45 O 15.37 -0.04 -12.05  -0.122
46 H 16.14 -0.17 -9.62  0.066
47 H 17.87 0.18 -9.82  0.077
48 H 17.19 -1.30 -10.50  0.080
49 H 17.34 0.58 -12.34  0.116
50 H 16.44 1.55 -11.22  0.113
51 H 15.05 0.55 -12.74  0.071
52 C 18.37 -1.62 -7.10  -0.081
53 C 18.24 -2.86 -7.94  -0.328
54 O 18.59 -3.98 -7.13  -0.086
55 H 18.13 -0.78 -7.76  0.044
56 H 19.36 -1.45 -6.69  0.081
57 H 17.64 -1.66 -6.29  0.072
58 H 18.98 -2.81 -8.76  0.115
59 H 17.25 -2.97 -8.39  0.095
60 H 18.60 -4.76 -7.69  0.081
61 C 8.51 0.22 -8.77  -0.081
62 C 9.30 -1.08 -8.69  -0.331
63 O 9.46 -1.50 -7.36  -0.097
64 H 9.07 1.05 -8.34  0.059
65 H 7.56 0.10 -8.25  0.077
66 H 8.29 0.45 -9.82  0.070
67 H 10.30 -0.88 -9.10  0.103
68 H 8.79 -1.84 -9.27  0.114
69 H 10.19 -0.99 -6.94  0.054
70 C 16.30 -6.23 -10.28  -0.090
71 C 15.44 -5.72 -9.14  -0.329
72 O 14.12 -6.27 -9.24  -0.089
73 H 16.55 -7.28 -10.09  0.071
74 H 17.23 -5.66 -10.36  0.065
75 H 15.79 -6.12 -11.24  0.074
76 H 15.48 -4.61 -9.11  0.082
77 H 15.89 -6.05 -8.18  0.106
78 H 13.64 -5.98 -8.43  0.038
79 O 14.86 -2.76 -11.25  -0.072
80 H 14.97 -1.83 -11.56  -0.003
81 H 14.79 -2.68 -10.28  -0.008
82 O 12.61 -5.37 -6.86  -0.087
83 H 12.91 -4.59 -6.33  0.011
84 H 11.88 -5.01 -7.42  0.016
85 O 10.78 -3.78 -10.87  -0.065
86 H 10.93 -3.00 -11.45  0.027
87 H 11.29 -4.49 -11.28  0.070
88 O 10.25 -4.31 -8.20  -0.091
89 H 9.67 -3.58 -7.91  0.019
90 H 10.42 -4.15 -9.18  0.018

2S+1 = 1
energy above the lowest of the compared OMol25 structures with the same formula, charge and spin = 34.7 kcal/mol

Here is 5 unconnected molecules or ions with the total composition C32H43FN2O14P2S2 in a non-equilibrium geometry from the OMol25 dataset. Energies are from wB97M-V/def2-TZVPD.

Last column: Löwdin charge in e.
Atoms and positions in Å:
1 C -3.72 -2.86 -1.00  -0.133
2 C -2.57 -2.41 -2.06  -0.236
3 C -2.61 -0.85 -2.41  -0.202
4 C -1.99 0.12 -1.28  -0.181
5 C -0.81 -0.52 -0.42  -0.156
6 C 0.62 -0.58 -1.06  0.064
7 C 1.80 -1.24 -0.25  -0.117
8 C 1.42 -1.79 1.16  -0.393
9 C 0.02 -1.70 1.81  -0.067
10 C -1.15 -1.04 1.01  -0.271
11 P -2.83 -0.97 1.86  0.871
12 N -2.45 -1.21 3.59  -0.214
13 O -3.56 0.58 1.76  -0.353
14 S 2.82 -2.58 2.11  0.852
15 C 4.25 -1.49 1.62  -0.397
16 C 5.34 -1.14 2.66  -0.543
17 S 5.13 -1.85 4.36  0.660
18 C 6.51 -0.21 2.25  -0.065
19 C 6.52 0.32 0.77  -0.275
20 P 7.99 1.48 0.35  0.714
21 O 7.68 2.46 -0.80  -0.507
22 C 5.41 -0.04 -0.27  0.031
23 C 4.21 -0.96 0.15  -0.115
24 N 3.16 -1.32 -0.84  -0.061
25 F 3.29 -0.52 -1.93  -0.017
26 H -4.41 -1.99 -0.70  0.055
27 H -3.28 -3.40 -0.09  0.052
28 H -4.39 -3.65 -1.52  0.072
29 H -1.55 -2.80 -1.74  0.107
30 H -2.83 -2.98 -3.03  0.077
31 H -3.71 -0.53 -2.54  0.114
32 H -2.11 -0.71 -3.44  0.107
33 H -2.85 0.55 -0.66  0.088
34 H -1.53 1.03 -1.85  0.103
35 H 0.78 -0.16 -2.12  0.110
36 H -0.11 -2.11 2.86  0.084
37 H -3.16 -0.75 4.18  0.025
38 H -2.44 -2.21 3.83  0.025
39 H -2.91 1.22 1.35  0.016
40 H 5.52 -3.18 4.38  -0.118
41 H 7.29 0.05 3.03  0.073
42 H 8.23 2.24 1.55  0.011
43 H 9.11 0.62 0.14  0.016
44 H 5.48 0.41 -1.32  0.101
45 C -8.38 1.31 2.80  -0.023
46 C -7.56 0.51 1.82  -0.346
47 C -6.95 1.33 0.72  -0.111
48 O -6.81 0.38 -0.33  0.055
49 C -7.79 -0.56 -0.13  -0.537
50 O -8.08 -1.41 -0.92  0.152
51 O -8.38 -0.40 1.09  0.085
52 H -7.75 1.98 3.39  0.091
53 H -9.14 1.92 2.29  0.089
54 H -8.92 0.65 3.48  0.087
55 H -6.80 -0.08 2.35  0.159
56 H -5.98 1.74 0.99  0.130
57 H -7.60 2.14 0.36  0.140
58 C 9.38 2.43 6.96  -0.020
59 C 10.20 1.63 5.97  -0.345
60 C 10.77 2.45 4.85  -0.107
61 O 10.90 1.49 3.81  0.062
62 C 9.95 0.54 4.03  -0.541
63 O 9.66 -0.33 3.26  0.133
64 O 9.38 0.70 5.26  0.086
65 H 10.01 3.11 7.53  0.092
66 H 8.60 3.01 6.46  0.091
67 H 8.87 1.76 7.65  0.090
68 H 10.98 1.06 6.49  0.162
69 H 11.74 2.89 5.10  0.143
70 H 10.10 3.24 4.50  0.141
71 C -0.34 4.77 -3.31  -0.018
72 C -1.55 4.75 -2.39  -0.343
73 C -1.57 5.86 -1.38  -0.104
74 O -2.34 5.29 -0.33  0.073
75 C -2.16 3.94 -0.41  -0.515
76 O -2.52 3.16 0.44  0.150
77 O -1.53 3.59 -1.56  0.076
78 H -0.38 5.64 -3.98  0.092
79 H 0.59 4.81 -2.74  0.093
80 H -0.30 3.86 -3.91  0.090
81 H -2.47 4.72 -2.98  0.163
82 H -2.04 6.76 -1.77  0.144
83 H -0.58 6.11 -0.99  0.144
84 C -6.12 -3.94 -6.18  -0.021
85 C -4.61 -3.96 -6.14  -0.348
86 C -3.99 -4.99 -7.04  -0.111
87 O -2.75 -5.25 -6.39  0.064
88 C -2.94 -4.98 -5.06  -0.539
89 O -2.17 -5.26 -4.19  0.159
90 O -4.14 -4.36 -4.86  0.073
91 H -6.48 -3.59 -7.15  0.090
92 H -6.54 -4.93 -5.99  0.091
93 H -6.51 -3.28 -5.40  0.091
94 H -4.21 -2.96 -6.35  0.161
95 H -3.83 -4.63 -8.05  0.141
96 H -4.55 -5.93 -7.08  0.141

2S+1 = 1
energy = -3986.6864 Eh